No. 1
Density functional theory data (ωB97M-V/def2-TZVPD) for an isolated molecule of C3H3N5O in a non-equilibrium geometry.

Values from the calculation:
net charge = 0
energy = -12653.5936 eV
relative energy (zero: lowest compared OMol25 entry of this formula, charge and spin) = 56.3 kcal/mol
SMILES = [H]/N=c1/nncnnc1O
lowest unoccupied orbital energy = -0.9680 eV
Kohn-Sham gap = 8.73 eV
spin multiplicity = 1

XYZ file:
```
12
Properties=species:S:1:pos:R:3:lowdin_charge:R:1
H -2.005 1.514 1.012 0.075
N -1.119 1.832 0.613 0.190
C -0.475 0.962 -0.032 -0.320
N 0.681 1.405 -0.802 0.101
N 1.772 0.864 -0.580 0.044
C 2.004 -0.277 0.183 -0.197
N 1.304 -1.348 0.339 0.039
N 0.024 -1.506 -0.096 0.068
C -0.796 -0.541 -0.208 -0.311
O -2.100 -0.797 -0.471 0.088
H 3.018 -0.383 0.591 0.109
H -2.307 -1.726 -0.551 0.114
```

---

No. 2
Density functional theory data (ωB97M-V/def2-TZVPD) for a structure of composition C27H31CrO5Si in a non-equilibrium geometry.

Values from the calculation:
net charge = +2
energy = -75019.5671 eV
relative energy (zero: lowest compared OMol25 entry of this formula, charge and spin) = 20.1 kcal/mol
⟨S²⟩ = 3.807
lowest unoccupied orbital energy (alpha / beta) = -6.3067 / -7.8220 eV
Kohn-Sham gap (alpha / beta) = 6.09 / 6.43 eV
spin multiplicity = 4

XYZ file:
```
65
Properties=species:S:1:pos:R:3:lowdin_charge:R:1
C 4.816 4.787 -2.438 -0.093
C 3.973 3.905 -1.566 -0.298
C 2.551 3.890 -2.038 -0.184
C 1.676 3.121 -1.057 -0.115
O 2.230 1.780 -1.090 -0.009
C 1.573 0.819 -0.406 -0.321
C 0.532 0.773 0.605 0.046
O 1.963 -0.370 -0.740 -0.061
Si 3.542 -0.716 -1.428 0.515
C 3.033 -2.406 -1.820 -0.136
C 3.835 0.298 -2.955 -0.120
C 4.823 -0.481 -0.080 -0.130
H 5.846 4.817 -2.085 0.085
H 4.729 4.386 -3.452 0.086
H 4.476 5.824 -2.446 0.086
H 4.382 2.900 -1.464 0.093
H 4.026 4.315 -0.552 0.123
H 2.243 4.945 -2.061 0.138
H 2.449 3.528 -3.077 0.137
H 1.753 3.433 0.000 0.145
H 0.631 3.109 -1.436 0.144
H 0.850 0.094 1.438 0.154
H 0.519 1.802 1.079 0.151
H 3.887 -3.013 -2.091 0.054
H 2.467 -2.916 -1.057 0.047
H 2.366 -2.322 -2.664 0.046
H 4.886 0.104 -3.262 0.070
H 3.084 -0.084 -3.663 0.054
H 3.694 1.386 -2.819 0.019
H 5.773 -0.768 -0.579 0.060
H 4.891 0.572 0.239 0.042
H 4.640 -1.100 0.808 0.046
O -7.016 -3.723 2.659 0.213
C -5.941 -3.481 2.999 -0.042
Cr -4.040 -3.203 3.214 0.292
C -3.952 -2.917 1.365 -0.085
O -3.755 -2.751 0.226 0.186
C -3.837 -5.051 2.795 -0.051
O -3.845 -6.118 2.326 0.198
C -4.173 -2.858 5.395 -0.063
C -4.487 -1.684 4.673 -0.117
C -3.584 -1.172 3.752 -0.058
C -2.400 -1.844 3.391 -0.262
C -1.761 -1.486 2.094 0.069
C -1.344 -0.976 1.052 0.058
C -0.694 -0.239 -0.041 -0.160
C -1.667 0.333 -1.036 -0.196
C -1.061 0.702 -2.238 -0.042
C -1.865 1.196 -3.269 -0.054
C -3.213 1.493 -3.033 -0.060
C -3.790 1.271 -1.773 -0.046
C -3.012 0.673 -0.761 -0.013
C -2.093 -3.015 4.111 -0.065
C -2.975 -3.530 5.079 -0.088
H -4.926 -3.287 6.093 0.165
H -5.428 -1.180 4.869 0.151
H -3.842 -0.256 3.208 0.159
H 0.075 -0.904 -0.491 0.140
H 0.015 0.505 -2.379 0.118
H -1.450 1.290 -4.296 0.127
H -3.838 1.839 -3.866 0.120
H -4.839 1.520 -1.615 0.115
H -3.468 0.490 0.197 0.100
H -1.197 -3.601 3.844 0.164
H -2.736 -4.446 5.614 0.151
```

---

No. 3
Density functional theory data (ωB97M-V/def2-TZVPD) for an isolated molecule of C4H9NO2.

Values from the calculation:
net charge = 0
energy = -9878.7431 eV
relative energy (zero: lowest compared OMol25 entry of this formula, charge and spin) = 30.4 kcal/mol
SMILES = CNCC(=O)OC
lowest unoccupied orbital energy = 0.9060 eV
Kohn-Sham gap = 9.96 eV
spin multiplicity = 1

XYZ file:
```
16
Properties=species:S:1:pos:R:3:lowdin_charge:R:1
C 1.990 1.522 0.922 -0.137
N 0.666 1.733 0.361 -0.121
C -0.258 0.662 0.629 -0.152
C -0.286 -0.444 -0.409 -0.481
O 0.289 -0.423 -1.471 0.106
O -1.153 -1.396 -0.018 -0.051
C -1.783 -2.163 -1.041 -0.043
H 1.921 1.523 2.015 0.077
H 2.629 2.361 0.633 0.078
H 2.477 0.583 0.607 0.082
H 0.745 1.835 -0.647 0.103
H -1.292 1.034 0.647 0.132
H -0.079 0.222 1.616 0.132
H -1.916 -3.177 -0.662 0.092
H -1.189 -2.157 -1.956 0.087
H -2.763 -1.715 -1.225 0.096
```